(1)
C9H14 | ωB97M-V with the def2-TZVPD basis set

Net charge: +1
Frontier orbital gap (spin up / spin down): 9.9955 / 6.0326 eV
HOMO (spin up / spin down): -14.3 / -14.3 eV
Total energy: -350.93089 a.u.
Relative energy (zero: lowest compared OMol25 entry of this formula, charge and spin): 49.01 kcal/mol
2S+1: 2

Geometry (Å):
C -0.5748 -0.4553 2.8003
C -0.5465 -1.3807 1.6313
H -0.3676 0.5915 2.6673
H -1.5009 -0.3248 3.1962
H 0.2575 -0.6842 3.4505
H 0.1860 -1.2421 0.8425
H -1.5337 -1.6202 1.1641
H -0.4032 -2.4191 1.7851
C -0.5954 -0.3482 -3.0077
C -0.2186 1.2082 0.3602
C 1.1081 1.3725 0.6081
C -0.8291 0.7975 -0.8055
C 0.0104 0.1192 -1.7166
C 1.8825 0.8365 -0.3725
C 1.4440 0.0528 -1.4752
H -1.0089 1.5090 1.0304
H 1.5163 1.9675 1.4749
H -1.9446 0.9930 -0.9978
H 2.9395 0.9528 -0.4348
H -0.5281 -1.3909 -3.1610
H 0.2006 0.0051 -3.7264
H 2.0687 -0.6311 -2.0734
H -1.5622 0.0909 -3.2400

Cartesian forces, eV/Å:
C 2.91 0.17 -0.68
C -1.50 -1.09 -1.98
H 0.44 0.60 -1.07
H -2.64 -0.69 1.90
H -0.39 -0.51 0.92
H 0.06 0.61 -0.08
H 0.30 1.41 -0.11
H 0.89 -1.10 1.65
C 2.27 1.75 -0.09
C -5.52 0.92 -0.14
C 2.44 0.64 0.34
C 0.48 -0.38 -0.76
C -2.33 0.24 -0.91
C 2.44 -1.28 -1.91
C -1.34 0.49 1.62
H 0.50 0.56 0.66
H -0.53 -0.93 -1.09
H 1.99 -0.67 0.39
H 0.80 0.18 0.81
H -0.27 -1.43 0.07
H -0.96 -0.08 0.00
H -0.10 0.82 0.32
H 0.07 -0.22 0.15

---

(2)
C50H45NO11P2RbS2 | ωB97M-V with the def2-TZVPD basis set

Net charge: -1
Frontier orbital gap: 7.2156 eV
HOMO: -5.2 eV
Total energy: -4318.29863 a.u.
Relative energy (zero: lowest compared OMol25 entry of this formula, charge and spin): 16.08 kcal/mol

Geometry (Å):
Rb 0.0316 -0.1373 -0.3131
C 0.7332 8.3656 2.4287
C 0.6795 6.8786 2.2142
C -0.4945 6.1683 2.4377
C -0.5463 4.7936 2.2614
C 0.5951 4.1215 1.8662
C 1.7790 4.8067 1.6272
C 1.8130 6.1804 1.8020
S 0.5680 2.3387 1.6224
O 1.7203 2.0369 0.7255
C 0.9945 1.9117 3.3207
C -0.1218 1.9285 4.1848
C 0.0151 1.5430 5.4826
C 1.2742 1.1151 5.9723
C 1.4394 0.7034 7.3161
C 2.6532 0.2778 7.7750
C 3.7618 0.2420 6.9042
C 3.6296 0.6251 5.6000
C 2.3827 1.0724 5.0957
C 2.2198 1.4616 3.7299
C 3.3875 1.3505 2.8127
C 4.3372 2.4164 2.7857
C 4.2284 3.5404 3.6457
C 5.1311 4.5625 3.5819
C 6.1901 4.5237 2.6494
C 6.3240 3.4526 1.8143
C 5.4131 2.3697 1.8670
C 5.5344 1.2638 0.9951
C 4.6378 0.2433 1.0532
C 3.5838 0.2801 1.9842
S 2.4455 -1.1111 1.8534
O 1.1732 -0.7829 2.5337
C 3.3483 -2.1875 2.9903
C 4.5177 -2.8263 2.6148
C 5.1716 -3.6364 3.5312
C 4.6623 -3.8280 4.8115
C 5.3749 -4.7024 5.8067
C 3.4697 -3.1978 5.1538
C 2.8066 -2.3817 4.2517
H -0.2654 8.8017 2.4219
H 1.3238 8.8552 1.6534
H 1.1932 8.6031 3.3907
H -1.3895 6.6996 2.7412
H -1.4710 4.2526 2.4159
H 2.6569 4.2574 1.3091
H 2.7380 6.7175 1.6214
H -1.0960 2.2041 3.7951
H -0.8427 1.5297 6.1431
H 0.5782 0.7303 7.9734
H 2.7673 -0.0351 8.8054
H 4.7209 -0.1034 7.2695
H 4.4802 0.5773 4.9321
H 3.4071 3.5871 4.3498
H 5.0283 5.4137 4.2436
H 6.8941 5.3452 2.6001
H 7.1294 3.4129 1.0905
H 6.3101 1.2708 0.2412
H 4.6752 -0.5602 0.3281
H 4.9216 -2.6960 1.6185
H 6.0903 -4.1345 3.2432
H 6.2533 -5.1713 5.3642
H 4.7183 -5.4928 6.1742
H 5.7031 -4.1228 6.6719
H 3.0508 -3.3445 6.1431
H 1.8705 -1.8971 4.5017
O -2.6638 0.1317 -0.5165
C -3.4836 -0.1262 0.6217
C -2.6574 -1.0642 1.6071
O -3.1313 -1.1571 2.7512
O -1.6815 -1.6350 1.0931
C -3.8704 1.1844 1.2897
C -3.3749 2.4013 0.8331
C -3.7961 3.5944 1.4129
C -4.6816 3.5878 2.4771
C -5.1568 2.3720 2.9571
C -4.7641 1.1845 2.3651
C -4.7262 -0.8871 0.1571
C -5.7854 -0.1973 -0.4284
C -6.8842 -0.8734 -0.9379
C -6.9417 -2.2564 -0.8615
C -5.8927 -2.9518 -0.2779
C -4.7921 -2.2753 0.2257
H -3.2030 0.4837 -1.2334
H -2.6616 2.4293 0.0171
H -3.4273 4.5331 1.0143
H -5.0074 4.5189 2.9267
H -5.8466 2.3511 3.7927
H -5.1278 0.2377 2.7373
H -5.7560 0.8860 -0.4703
H -7.6992 -0.3178 -1.3865
H -7.8008 -2.7895 -1.2508
H -5.9311 -4.0325 -0.2105
H -3.9754 -2.8227 0.6781
N 2.0751 3.7737 -1.5934
C 1.7421 2.7274 -2.6388
C 2.0923 3.3222 -3.9996
P -0.1190 2.4567 -2.4361
O -0.7366 3.4356 -3.5938
O -0.4047 3.0907 -1.1027
O -0.5428 1.0711 -2.7582
P 2.9985 1.3282 -2.2558
O 3.5307 0.8819 -3.7298
O 4.1081 2.1392 -1.6353
O 2.4108 0.1407 -1.6146
H 2.0257 4.7085 -1.9903
H 3.0280 3.5405 -1.2450
H 1.3233 3.6904 -0.8794
H 1.5266 4.2421 -4.1668
H 1.8451 2.6232 -4.7951
H 3.1629 3.5356 -4.0642
H -1.1235 2.8687 -4.2707
H 4.3351 1.3834 -3.9030

Cartesian forces, eV/Å:
Rb 0.06 -0.47 -0.14
C 0.01 0.05 0.00
C 0.01 -0.02 0.00
C -0.03 0.02 0.00
C -0.02 -0.04 0.01
C 0.17 0.00 -0.02
C -0.09 -0.04 0.01
C 0.00 -0.01 0.00
S -0.03 0.28 0.13
O -0.01 0.14 0.16
C 0.01 -0.01 0.01
C 0.00 -0.04 0.15
C 0.02 0.03 -0.09
C -0.05 0.02 -0.01
C 0.02 -0.02 0.05
C -0.04 0.00 0.01
C 0.03 0.00 -0.03
C 0.03 -0.03 0.00
C -0.03 0.03 -0.02
C -0.14 0.01 0.13
C 0.18 0.08 -0.06
C 0.01 -0.04 -0.03
C -0.05 0.02 0.00
C -0.02 0.02 0.02
C 0.04 0.00 -0.01
C 0.02 0.04 0.01
C -0.04 -0.03 0.01
C -0.01 -0.02 -0.01
C 0.10 0.08 -0.10
C -0.03 -0.01 0.03
S 0.32 -0.15 0.03
O -0.11 0.02 -0.06
C -0.15 0.05 0.13
C 0.02 0.03 -0.02
C 0.02 -0.01 -0.02
C 0.00 0.00 0.00
C 0.01 -0.02 0.03
C -0.03 0.02 0.01
C 0.01 -0.01 -0.06
H 0.00 0.00 0.00
H 0.00 0.00 0.00
H 0.00 0.00 0.00
H 0.00 -0.01 0.00
H -0.02 0.01 -0.01
H 0.03 -0.03 0.01
H 0.00 0.00 0.00
H 0.00 -0.01 0.00
H 0.00 0.00 0.01
H 0.00 0.00 0.00
H 0.00 0.00 0.00
H 0.00 0.00 0.00
H 0.00 0.00 0.00
H 0.00 0.00 0.00
H 0.00 0.00 0.00
H 0.00 0.00 0.00
H 0.00 0.00 0.00
H 0.00 0.00 -0.01
H 0.00 -0.01 0.00
H 0.00 0.01 -0.01
H 0.00 0.00 0.00
H 0.00 0.00 0.00
H 0.00 0.00 0.00
H 0.00 0.00 0.00
H 0.00 0.00 0.00
H 0.00 0.01 0.00
O -0.23 -0.05 -0.05
C -0.03 0.05 0.04
C -0.25 0.12 0.20
O 0.04 0.00 -0.13
O -0.03 -0.22 0.13
C -0.01 -0.04 0.10
C -0.02 -0.09 -0.08
C 0.03 0.10 0.01
C -0.01 0.06 0.01
C -0.01 -0.03 0.01
C 0.03 0.02 -0.03
C 0.02 0.02 -0.01
C 0.01 0.02 0.03
C -0.02 0.01 -0.03
C -0.05 -0.02 -0.02
C 0.01 -0.06 0.02
C 0.01 0.03 0.00
H 0.01 0.02 0.00
H 0.01 0.00 0.02
H 0.01 0.00 0.01
H 0.00 0.00 -0.01
H 0.00 0.00 0.00
H 0.00 -0.01 -0.01
H 0.00 0.00 0.00
H 0.00 0.00 0.00
H 0.00 0.00 0.00
H 0.00 0.00 0.00
H 0.01 0.00 0.00
N -0.21 -0.03 -0.06
C -0.02 -0.13 -0.13
C 0.02 0.08 -0.05
P -0.06 0.02 0.02
O 0.08 0.04 0.10
O 0.06 -0.04 -0.10
O 0.17 0.12 -0.21
P 0.15 0.31 -0.04
O -0.10 0.07 -0.06
O 0.02 0.10 0.01
O -0.08 -0.14 0.10
H 0.06 0.01 0.00
H -0.01 -0.11 0.03
H 0.16 -0.07 0.05
H 0.03 -0.02 -0.04
H -0.03 -0.01 0.01
H -0.01 0.02 0.00
H 0.00 -0.01 0.01
H -0.01 -0.02 -0.04

---

(3)
C3H5BrS | ωB97M-V with the def2-TZVPD basis set

Net charge: 0
Frontier orbital gap (spin up / spin down): 7.8997 / 6.2700 eV
HOMO (spin up / spin down): -7.1 / -9.7 eV
Total energy: -3089.34328 a.u.
Relative energy (zero: lowest compared OMol25 entry of this formula, charge and spin): 2.39 kcal/mol
2S+1: 3

Geometry (Å):
C -0.2143 -0.9620 -1.1207
C 0.2573 -0.2442 0.0532
C -0.2958 0.8441 0.8515
S 0.2197 -1.8950 0.3859
Br 2.6692 0.6407 -0.1864
H -1.3323 -0.6612 -1.1878
H 0.2689 -1.3244 -2.0150
H -1.4854 0.7338 1.0402
H -0.2604 1.8472 0.3602
H 0.1731 1.0210 1.8188

Cartesian forces, eV/Å:
C -3.14 1.33 0.75
C 0.31 0.19 -0.36
C -3.18 1.72 0.10
S 0.15 -1.12 0.48
Br 1.21 0.12 -0.08
H 1.47 -1.32 -0.57
H 0.43 0.58 -0.01
H 2.39 -0.11 -0.26
H 0.28 -0.87 -0.05
H 0.07 -0.51 0.00